ORCA calculation (ωB97M-V/def2-TZVPD) on C38H52Br2N3O4PSSiTi as an isolated structure in a non-equilibrium geometry.

Last column: Löwdin spin population.
Cartesian coordinates (Å):
Ti: 0.5244 0.0730 0.4852  0.2774
C: 1.6695 5.8042 -2.8729  0.0021
O: 1.4054 6.2236 -1.5576  0.0366
C: 1.1455 5.2171 -0.6380  0.1015
C: 1.1969 5.5701 0.7066  -0.0060
C: 0.9456 4.6158 1.6723  0.1066
C: 0.6339 3.2693 1.3560  0.0277
C: 0.4200 2.3072 2.3701  0.3107
C: 0.5221 2.6637 3.8255  0.0445
O: 0.1742 1.0420 2.1179  0.1476
C: 0.5700 2.9415 -0.0391  0.0778
O: 0.2485 1.7256 -0.4406  0.0330
C: 0.8322 3.9132 -1.0047  -0.0092
H: 2.0169 6.6836 -3.4156  -0.0001
H: 0.7718 5.4144 -3.3668  0.0005
H: 2.4425 5.0297 -2.8988  0.0005
H: 1.4532 6.5873 0.9771  -0.0040
H: 1.0179 4.9046 2.7131  0.0108
H: 1.5345 2.9888 4.0930  0.0145
H: 0.2872 1.7775 4.4141  -0.0003
H: -0.1623 3.4705 4.1129  0.0121
H: 0.7835 3.5949 -2.0369  -0.0032
C: 4.5703 -3.7242 -3.9334  0.0001
Si: 4.3755 -1.8463 -3.8843  0.0000
C: 5.8244 -1.0320 -3.0008  0.0000
C: 4.5611 -1.3053 -5.7074  0.0000
C: 2.6716 -1.2622 -3.3541  -0.0001
C: 1.7630 -0.7548 -4.2510  0.0001
C: 0.4946 -0.3426 -3.8221  0.0002
C: 0.2490 -0.4029 -2.4718  0.0012
N: 1.1076 -0.8439 -1.5469  0.0032
C: 2.3019 -1.3654 -1.9660  0.0006
S: 3.3635 -2.1570 -0.9099  0.0026
H: 5.4936 -4.0033 -4.4506  0.0000
H: 3.7326 -4.1788 -4.4679  0.0000
H: 4.5867 -4.1237 -2.9219  0.0000
H: 6.7206 -1.1124 -3.6243  0.0000
H: 6.0039 -1.5028 -2.0362  0.0000
H: 5.6304 0.0258 -2.8158  0.0000
H: 5.5813 -1.5017 -6.0485  0.0000
H: 4.3725 -0.2363 -5.8335  0.0000
H: 3.8816 -1.8470 -6.3706  0.0000
H: 2.0257 -0.6756 -5.3019  0.0000
H: -0.2540 0.0442 -4.5004  0.0000
H: -0.6917 -0.0510 -2.0666  0.0002
Br: 4.7631 2.3053 1.9233  0.0066
C: 4.0201 0.6636 2.5174  0.0242
C: 4.5328 0.0497 3.6546  0.0242
C: 3.9783 -1.1344 4.0941  0.0409
Br: 4.7309 -1.9428 5.6600  0.0029
C: 2.8898 -1.7557 3.4478  0.0229
C: 2.2778 -2.9859 3.8063  0.2346
C: 1.2339 -3.4532 3.0010  0.0480
C: 0.7624 -2.7099 1.9436  0.1469
N: 1.2758 -1.4982 1.6158  0.1335
C: 2.3809 -1.0821 2.3178  0.0467
C: 2.9518 0.1114 1.8114  0.0342
O: 2.4113 0.6248 0.7427  0.0007
H: 5.3586 0.5017 4.1856  0.0011
H: 2.6406 -3.5515 4.6517  0.0182
H: 0.7717 -4.4122 3.2060  -0.0023
H: -0.0571 -3.0470 1.3229  0.0086
C: -5.0383 -2.2241 -0.6518  0.0000
C: -3.5297 -2.1950 -0.3910  0.0003
C: -2.7832 -2.3054 -1.7300  0.0004
C: -3.1568 -3.4652 0.3870  0.0000
P: -2.8145 -0.6874 0.5285  0.0036
N: -1.2835 -0.6753 0.3953  0.0078
C: -3.6061 0.8986 -0.1738  0.0002
C: -5.0979 1.1233 0.1201  0.0001
C: -3.4142 0.9071 -1.6968  0.0000
C: -2.8060 2.1032 0.3689  0.0002
C: -3.3433 -0.7818 2.3510  0.0014
C: -2.4275 -1.7987 3.0474  0.0022
C: -4.8061 -1.1399 2.6389  0.0003
C: -3.0309 0.5740 3.0071  -0.0002
H: -5.2945 -3.1865 -1.1085  0.0000
H: -5.3540 -1.4462 -1.3466  0.0000
H: -5.6288 -2.1272 0.2608  0.0000
H: -3.0816 -3.2403 -2.2164  0.0000
H: -1.7074 -2.3222 -1.5581  0.0001
H: -2.9996 -1.4898 -2.4174  0.0000
H: -3.3555 -4.3307 -0.2532  0.0000
H: -3.7337 -3.5943 1.3019  0.0000
H: -2.0957 -3.4679 0.6360  -0.0001
H: -5.7371 0.3052 -0.2117  0.0000
H: -5.4183 2.0271 -0.4092  0.0000
H: -5.2829 1.2941 1.1801  0.0000
H: -3.9770 0.1271 -2.2086  0.0000
H: -2.3585 0.8172 -1.9555  0.0000
H: -3.7676 1.8707 -2.0760  0.0000
H: -3.2131 2.4813 1.3046  0.0001
H: -2.8465 2.9169 -0.3599  0.0002
H: -1.7525 1.8533 0.5174  -0.0004
H: -2.6546 -2.8315 2.7909  0.0004
H: -2.5535 -1.6924 4.1294  0.0000
H: -1.3819 -1.6032 2.8042  0.0020
H: -5.0810 -2.1258 2.2632  0.0000
H: -5.5104 -0.4128 2.2327  0.0000
H: -4.9464 -1.1592 3.7250  0.0001
H: -2.0131 0.8952 2.7726  0.0000
H: -3.1046 0.4522 4.0921  0.0001
H: -3.7338 1.3547 2.7212  0.0000

E_LUMO (spin up / spin down)   3.92 / 3.92 eV
Expectation value of S²   2.0549
Total charge   -2
HOMO (spin up / spin down)   0.0084 / -0.0674 Eh
Calculated total energy   -8971.19697 a.u.
Spin multiplicity   3
Energy relative to the best compared isomer or geometry (same formula, charge and spin)   0.853 eV